Entry 1:
ORCA calculation (the ωB97M-V functional and the def2-TZVPD basis) on C21H36N8O8P2SY as an isolated structure.

M: 711.5 g mol⁻¹
lowest unoccupied orbital energy: -0.0774 Ha
total energy: -81126.5879 eV
Kohn-Sham gap: 8.5763 eV
highest occupied orbital energy: -10.682 eV
total charge: +1

Each line ends with the Mulliken charge.
Atoms and positions in Å:
Y  -0.3866  -1.2174  -0.7365  0.416
O  -3.4673  -2.4966  -3.5571  -0.620
C  -2.5368  -2.4221  -2.7882  -0.248
N  -1.6813  -1.3624  -2.5960  0.383
C  -1.4103  -0.5036  -3.6356  0.227
O  -1.5827  -0.6800  -4.8185  -0.654
C  -0.7542  0.7972  -3.1782  0.460
C  -0.4774  1.7692  -4.1220  -0.794
C  0.0703  2.9649  -3.6927  -0.460
C  0.3457  3.1351  -2.3432  -0.936
C  0.0782  2.0989  -1.4712  -0.348
N  -0.4785  0.9494  -1.8756  0.423
C  -2.2742  -3.6147  -1.8688  0.871
C  -2.7301  -4.8567  -2.2759  -0.953
C  -2.4532  -5.9494  -1.4730  -0.352
C  -1.7352  -5.7629  -0.3002  -1.076
C  -1.3091  -4.4891  0.0219  -0.176
N  -1.5702  -3.4250  -0.7468  0.520
H  -0.7123  1.5634  -5.1561  0.571
H  0.2832  3.7572  -4.3988  0.451
H  0.7741  4.0506  -1.9596  0.497
H  0.3075  2.1731  -0.4156  0.562
H  -3.2890  -4.9253  -3.1974  0.562
H  -2.7866  -6.9382  -1.7604  0.439
H  -1.4895  -6.5873  0.3540  0.441
H  -0.7125  -4.3088  0.9069  0.463
N  4.1978  -2.3318  0.2613  -0.232
C  3.4183  -2.0508  -1.0225  0.644
C  4.3510  -2.2030  -2.2145  -2.065
P  2.8988  -0.2734  -0.7744  0.977
O  2.5794  0.2486  -2.2464  -0.512
O  4.0847  0.3744  -0.1687  -0.903
O  1.5763  -0.3522  -0.0362  -0.423
P  1.9664  -3.1641  -0.9973  0.942
O  2.4602  -4.5930  -1.4989  -0.547
O  0.9720  -2.5747  -1.9718  -0.354
O  1.5714  -3.2248  0.4413  -0.809
H  4.6786  -1.4574  0.5381  0.388
H  4.8799  -3.0774  0.1243  0.358
H  3.5251  -2.6148  0.9882  0.292
H  5.1532  -1.4629  -2.1964  0.455
H  3.7788  -2.0653  -3.1312  0.414
H  4.7935  -3.2017  -2.2444  0.509
H  3.3276  0.6872  -2.6730  0.317
H  2.2377  -4.7854  -2.4208  0.373
N  -2.7751  -0.5701  0.0739  -0.314
C  -2.9786  -0.6295  1.5375  -0.383
C  -2.0696  -1.6777  2.1452  -0.515
N  -0.6803  -1.4332  1.7053  -0.216
H  -3.0086  0.3501  -0.2839  0.272
H  -3.3947  -1.2171  -0.4027  0.273
H  -4.0166  -0.8417  1.8017  0.424
H  -2.7328  0.3520  1.9433  -0.029
H  -2.3534  -2.6717  1.7962  0.259
H  -2.1636  -1.6743  3.2333  0.473
H  -0.0455  -2.1669  2.0107  0.330
H  -0.3240  -0.5742  2.1285  0.069
C  1.9987  3.0482  3.2078  -1.028
N  0.8386  3.9239  3.3034  0.204
C  0.8805  4.8412  4.4414  -1.209
C  -0.3383  3.5720  2.7320  -0.090
S  -0.6205  2.0027  2.1487  -0.304
N  -1.2705  4.5443  2.6406  0.209
C  -0.9038  5.9434  2.4230  -1.202
C  -2.6472  4.2253  2.2877  -1.054
H  2.8914  3.6559  3.3527  0.354
H  2.0362  2.5746  2.2319  0.340
H  1.9669  2.2690  3.9741  0.321
H  1.3193  4.3129  5.2898  0.417
H  -0.1232  5.1521  4.7150  0.387
H  1.4847  5.7248  4.2324  0.323
H  0.1716  6.0382  2.3043  0.393
H  -1.2329  6.5846  3.2414  0.330
H  -1.3831  6.2813  1.5026  0.440
H  -2.9912  3.3578  2.8433  0.346
H  -2.7447  4.0205  1.2187  0.301
H  -3.2623  5.0850  2.5484  0.386

---

Entry 2:
ORCA calculation (the ωB97M-V functional and the def2-TZVPD basis) on C21H36O19PS as an isolated structure in a non-equilibrium geometry.

M: 655.5 g mol⁻¹
lowest unoccupied orbital energy: -0.1355 Ha
total energy: -81384.2315 eV
Kohn-Sham gap: 9.0559 eV
highest occupied orbital energy: -12.743 eV
total charge: +1

Each line ends with the Mulliken charge.
Atoms and positions in Å:
O  0.4681  -0.1748  5.0239  -0.715
P  -0.0406  -0.3599  3.6672  0.963
O  -1.5559  -0.1170  3.3427  -0.375
O  0.2902  -1.7581  3.0401  -0.375
C  0.8212  0.8981  2.6368  -0.696
S  2.4524  0.9236  3.2960  0.351
O  3.3479  1.6990  2.2215  -0.417
H  -1.7689  0.8226  3.2365  0.302
H  -0.1134  -1.9434  2.1786  0.327
H  0.3108  1.8584  2.6545  0.640
H  0.9224  0.5883  1.5945  0.304
H  2.4195  1.7856  4.3327  0.286
H  2.8537  2.3925  1.7534  0.389
C  -4.7861  -1.7772  0.3413  -1.551
C  -4.3863  -0.3330  0.2583  0.659
C  -3.9116  0.1363  -1.1043  -0.533
O  -2.9514  1.1694  -0.7564  -0.331
C  -2.4879  0.8951  0.4587  0.627
O  -1.5382  1.4432  0.9707  -0.610
O  -3.1971  -0.0614  1.0598  -0.197
H  -5.1979  -2.0146  1.3197  0.336
H  -5.5473  -1.9892  -0.4089  0.339
H  -3.9206  -2.4205  0.1754  0.441
H  -5.1824  0.3117  0.6329  0.091
H  -4.6963  0.5510  -1.7297  0.384
H  -3.3855  -0.6440  -1.6563  0.264
C  5.7164  -2.1485  -0.3983  -1.560
C  4.2436  -2.0191  -0.6714  0.543
C  3.5191  -0.9172  0.0720  -0.505
O  2.2011  -1.4322  0.2565  -0.198
C  2.2896  -2.7980  0.2348  0.551
O  1.3949  -3.5085  0.5526  -0.519
O  3.5082  -3.1738  -0.1803  -0.383
H  6.1650  -2.9096  -1.0311  0.448
H  6.2273  -1.2055  -0.5931  0.351
H  5.8933  -2.4376  0.6378  0.326
H  4.0523  -1.9441  -1.7446  0.314
H  3.4677  0.0194  -0.4797  0.343
H  3.9670  -0.7411  1.0546  0.310
C  9.7221  1.4124  1.1723  -1.396
C  10.0759  -0.0455  1.0370  0.450
C  11.1720  -0.3566  0.0345  -0.498
O  10.8061  -1.6621  -0.4234  -0.340
C  9.4758  -1.8124  -0.2642  0.627
O  8.8366  -2.7051  -0.7149  -0.491
O  8.9732  -0.7978  0.4853  -0.277
H  8.9953  1.5653  1.9688  0.331
H  10.6138  1.9943  1.4058  0.379
H  9.2904  1.7825  0.2419  0.350
H  10.3116  -0.4820  2.0107  0.256
H  12.1689  -0.3841  0.4643  0.315
H  11.1561  0.3308  -0.8148  0.305
C  -0.0710  1.5771  -5.2641  -1.380
C  -1.5258  1.9006  -5.4813  0.469
C  -2.1384  2.8584  -4.4750  -0.404
O  -3.5024  2.4268  -4.4302  -0.315
C  -3.5413  1.1198  -4.7844  0.671
O  -4.4882  0.4153  -4.6593  -0.532
O  -2.3476  0.7327  -5.2854  -0.353
H  0.3148  0.9558  -6.0702  0.357
H  0.5148  2.4962  -5.2266  0.372
H  0.0561  1.0321  -4.3279  0.304
H  -1.6978  2.2530  -6.5012  0.256
H  -2.0931  3.9017  -4.7745  0.324
H  -1.7008  2.7397  -3.4798  0.252
C  -10.6581  0.7561  2.4054  -1.450
C  -9.6839  -0.2940  1.9409  0.435
C  -8.2153  0.0632  2.0961  -0.544
O  -7.6126  -0.6433  1.0031  -0.143
C  -8.5576  -0.8065  0.0362  0.570
O  -8.3145  -1.1766  -1.0637  -0.511
O  -9.7726  -0.4849  0.5134  -0.361
H  -11.6815  0.3918  2.3415  0.359
H  -10.4524  1.0259  3.4417  0.371
H  -10.5782  1.6462  1.7812  0.362
H  -9.8944  -1.2577  2.4112  0.265
H  -7.7804  -0.2684  3.0353  0.378
H  -8.0397  1.1341  1.9646  0.311

---

Entry 3:
ORCA calculation (the ωB97M-V functional and the def2-TZVPD basis) on C21H36P2SeSn as an isolated structure in a non-equilibrium geometry.

M: 548.1 g mol⁻¹
lowest unoccupied orbital energy (alpha / beta): -0.3519 / -0.3514 Ha
total energy: -112093.1771 eV
Kohn-Sham gap (alpha / beta): 3.2162 / 3.2353 eV
highest occupied orbital energy (alpha / beta): -12.792 / -12.798 eV
total charge: +2

Each line ends with the Mulliken charge.
Atoms and positions in Å:
P  -2.1810  2.4762  -0.1028  0.062
P  1.2837  1.0564  -2.0184  0.493
C  -0.7363  3.3518  -1.0154  -0.574
C  0.0508  2.5764  -2.1049  -1.409
H  -0.0573  3.7923  -0.2521  -0.149
H  -1.2553  4.1942  -1.4775  0.714
H  -0.6681  2.0905  -2.7814  0.514
H  0.6558  3.3035  -2.6723  0.404
C  2.8717  1.9555  -1.5914  -1.129
H  3.7353  1.4187  -2.0094  0.581
H  3.0302  1.9993  -0.5048  0.023
H  2.8899  2.9819  -2.0097  0.533
C  1.7570  0.7448  -3.7808  -1.157
H  2.5623  1.4373  -4.0883  0.353
H  0.9020  0.8434  -4.4636  0.400
H  2.1350  -0.2855  -3.8578  0.344
C  -2.0442  3.2012  1.6243  -0.892
H  -2.3092  2.4236  2.3638  0.438
H  -2.7653  4.0443  1.7628  0.339
H  -1.0157  3.5727  1.8595  -0.129
C  -3.6612  3.5075  -0.4609  -1.203
H  -3.8572  3.5684  -1.5341  0.379
H  -3.5885  4.5060  -0.0147  0.415
H  -4.4646  2.9434  0.0289  0.396
Sn  1.5142  3.6275  1.9337  1.128
C  2.2927  4.8207  0.1997  0.615
C  3.3576  4.6587  1.1290  -0.229
C  3.5187  5.4264  2.3991  -0.906
C  2.2510  6.2792  2.7330  -1.079
C  0.9160  5.5413  2.5245  -0.347
C  -0.0344  5.7947  1.4897  -0.127
C  0.2814  6.4552  0.2108  -0.716
C  1.7490  6.1715  -0.2096  -0.939
C  0.8143  1.6988  1.2929  -1.099
H  2.2707  4.0980  -0.6040  -0.631
H  4.1447  3.9484  0.8358  0.524
H  4.4647  6.0173  2.4470  0.540
H  3.6706  4.6485  3.1811  0.365
H  2.2266  6.5634  3.7911  0.413
H  2.2686  7.2018  2.1565  0.305
H  0.4414  5.1780  3.4503  0.869
H  -1.0850  5.8889  1.8021  0.514
H  0.1523  7.5550  0.2874  0.438
H  -0.4288  6.1696  -0.5933  0.313
H  1.8177  6.2762  -1.2989  0.443
H  2.3614  6.9740  0.2035  0.369
H  1.6676  1.2050  0.8417  0.011
H  -0.0784  1.4979  0.6795  0.075
H  0.6468  1.2557  2.2759  0.454
Se  2.7683  -1.6131  2.3691  0.367
C  1.6175  -2.5930  1.3545  0.103
C  0.5675  -3.3961  1.8985  -0.185
C  -0.0680  -4.3501  1.1209  -0.573
C  0.1820  -4.4516  -0.2604  -0.155
C  1.1338  -3.5656  -0.8453  -0.661
C  1.7912  -2.6273  -0.0579  0.171
H  0.3377  -3.2564  2.9664  0.410
H  -0.7687  -5.0720  1.5906  0.372
H  -0.3236  -5.2091  -0.8776  0.419
H  1.3707  -3.6448  -1.9130  0.391
H  2.4988  -1.9255  -0.5222  0.291

---

Record order is preserved below.
ΔE to the lowest compared entry with this formula, charge and spin: 65.3; 0.0; 639.9 kJ/mol